The following is a DFT calculation (the ωB97M-V functional and the def2-TZVPD basis) of a structure of composition C26H42F6Na2O30S2 in a non-equilibrium geometry.

Calculated values
Gap between HOMO and LUMO (spin up / spin down) (eV): 8.3 / 2.1
Strongest force on any atom (hartree/bohr): 0.0969
2S+1: 2
Highest occupied orbital energy (spin up / spin down) (eV): -11.7 / -11.7
Charge: +1
Calculated total energy (eV): -135868.17285

Each line ends with the Mulliken charge.
Element x y z (Å)
Na  3.1517  -1.8014  3.6378  0.95
Na  0.6506  -5.2679  1.2296  1.01
C  4.4420  -3.2197  -0.8046  0.38
F  5.4707  -2.4032  -1.0149  -0.22
F  3.2537  -2.5752  -1.1703  -0.05
F  4.5914  -4.3006  -1.6605  -0.23
S  4.3527  -3.8430  0.9719  0.95
O  5.5458  -4.6891  1.1658  -0.63
O  4.3651  -2.6396  1.8251  -0.64
O  3.0719  -4.6003  1.0535  -0.62
C  0.2126  -0.7087  -0.4637  0.02
F  -1.0155  -0.9394  -1.0365  -0.12
F  1.2058  -1.1488  -1.2065  0.06
F  0.3508  0.6421  -0.2661  -0.10
S  0.3056  -1.5235  1.3316  -0.09
O  -0.0343  -2.9451  1.1248  -0.22
O  1.6545  -1.3041  1.8587  0.06
O  -0.7124  -0.8198  2.1292  -0.58
C  -3.4749  -3.6952  1.1884  0.27
C  -3.9929  -2.2996  1.3970  0.19
O  -4.3854  -1.8565  0.0995  -0.31
C  -4.4531  -2.8688  -0.7140  0.68
O  -4.9011  -2.7673  -1.8567  -0.64
O  -4.0828  -4.0148  -0.0531  -0.35
H  -3.7645  -4.4644  1.9043  0.32
H  -2.3900  -3.6918  1.0833  -0.24
H  -3.1462  -1.7074  1.7439  -0.14
H  -4.8307  -2.3172  2.0941  0.28
C  4.9865  1.0933  0.5488  -0.39
C  4.1125  0.3983  -0.5639  0.59
O  3.5534  1.5433  -1.1381  -0.27
C  3.5454  2.5966  -0.2875  0.56
O  2.9382  3.6626  -0.3161  -0.62
O  4.3619  2.2849  0.7628  -0.31
H  5.9649  1.3959  0.1756  0.35
H  5.0230  0.4291  1.4123  0.30
H  3.3446  -0.2569  -0.1528  -0.45
H  4.7262  -0.0543  -1.3428  0.21
C  2.8728  -0.4398  -4.0973  0.29
C  3.2046  -0.2658  -5.5915  -0.41
O  2.1957  -0.9803  -6.2526  -0.36
C  1.1478  -1.2221  -5.4290  0.50
O  0.0377  -1.5150  -5.8026  -0.55
O  1.5473  -0.9666  -4.1710  -0.12
H  2.7697  0.5474  -3.6469  0.03
H  3.5082  -1.0679  -3.4729  0.03
H  4.2417  -0.5017  -5.8299  0.36
H  3.0799  0.7989  -5.7890  0.24
C  -0.3473  -4.1010  -2.8720  -0.10
O  -0.5899  -5.4398  -2.9722  -0.41
C  -0.8027  -6.2583  -1.9742  0.72
O  -0.5338  -5.9700  -0.7761  -0.58
O  -1.2365  -7.4425  -2.4732  -0.32
C  -1.2977  -8.4782  -1.4827  -0.63
H  0.3804  -4.0065  -2.0660  0.15
H  -1.1842  -3.4742  -2.5643  0.12
H  -0.0742  -3.8875  -3.9054  0.20
H  -1.9189  -8.1305  -0.6572  0.27
H  -0.3459  -8.7379  -1.0194  0.28
H  -1.7296  -9.3698  -1.9373  0.24
C  0.8104  1.4751  3.5946  -0.13
O  1.7426  2.2125  4.2700  -0.35
C  2.9453  1.8226  4.1390  0.70
O  3.3793  0.7029  3.8353  -0.54
O  3.7141  2.8771  4.2479  -0.36
C  5.0861  2.9078  4.0743  -0.63
H  1.1327  1.2003  2.5902  -0.09
H  -0.1237  2.0252  3.4807  0.28
H  0.6606  0.5221  4.1019  0.30
H  5.4740  2.8248  3.0590  0.18
H  5.5421  2.0916  4.6347  0.34
H  5.4882  3.8108  4.5336  0.28
C  -3.8591  3.4487  -5.8853  -0.71
O  -3.5465  2.0883  -5.8664  -0.20
C  -3.8824  1.3018  -4.8714  0.89
O  -4.6495  1.5536  -3.9123  -0.09
O  -3.1797  0.1503  -4.9944  -0.12
C  -3.2432  -0.8581  -3.9801  -0.81
H  -3.4857  3.8099  -6.8435  0.26
H  -3.3368  4.0407  -5.1337  0.35
H  -4.9339  3.6250  -5.8442  0.36
H  -2.3768  -0.8039  -3.3210  0.29
H  -3.2259  -1.8077  -4.5150  0.21
H  -4.1601  -0.7969  -3.3938  0.57
C  -0.6616  8.3997  0.2059  -0.68
O  -0.1235  7.1592  -0.2061  -0.29
C  -0.7417  6.0352  0.2522  0.69
O  -1.8080  5.9165  0.8503  -0.58
O  0.0952  5.0251  -0.1119  -0.27
C  -0.3042  3.6888  0.1641  -0.59
H  -1.4921  8.6354  -0.4595  0.29
H  0.0663  9.2095  0.1548  0.25
H  -1.1806  8.3712  1.1640  0.33
H  -1.3800  3.5350  0.2481  0.48
H  0.1759  3.4279  1.1073  0.23
H  -0.0631  2.9564  -0.6064  0.14
C  -3.2741  1.1245  3.7963  -0.50
O  -2.9135  1.6887  5.0276  -0.24
C  -3.5843  2.6649  5.6276  0.72
O  -4.4635  3.4329  5.2111  -0.59
O  -3.1445  2.7260  6.9060  -0.30
C  -3.8143  3.5046  7.8494  -0.66
H  -3.9845  0.3462  4.0749  0.40
H  -2.4237  0.5896  3.3735  -0.01
H  -3.8706  1.6908  3.0811  0.41
H  -3.6451  4.5737  7.7212  0.29
H  -3.4639  3.2814  8.8572  0.24
H  -4.8961  3.3791  7.8039  0.30